Record 1
The following is a DFT calculation (ωB97M-V with the def2-TZVPD basis set) of a 2-piece molecular cluster, CH3Cl2OP overall at a distorted geometry.

Structure (XYZ):
```
8
Properties=species:S:1:pos:R:3:forces:R:3:nbo_charge:R:1
C -0.770821 0.240542 -0.084187 0.97 2.52 1.00 -0.9679
O -0.007056 2.916556 -0.052059 1.37 1.25 -0.75 -1.0066
P -0.343918 1.699390 0.642813 -2.37 -1.37 -0.55 1.7152
Cl 3.285067 1.176491 2.129603 0.03 0.64 0.41 -0.2567
Cl -1.412449 2.241710 2.282782 0.42 -0.81 -0.05 -0.2477
H 3.111318 0.151128 1.424123 -0.09 -0.64 -0.43 0.2596
H -1.212449 -0.467831 0.548283 -0.36 -1.20 0.46 0.2452
H -0.309862 0.091486 -1.044492 0.04 -0.38 -0.08 0.2588
```
Positions in Å, forces in eV/Å.

Its molar mass is 132.91 g mol⁻¹. The LUMO energy is -1.045 eV. The value obtained for the frontier orbital gap is 8.663 eV. The value obtained for the largest force on an atom is 2.87 eV Å⁻¹. The calculation puts the electronic energy at -37466.29822 eV. Its energy above the lowest of the compared OMol25 structures with the same formula, charge and spin is 2.751 eV.

Record 2
The following is a DFT calculation (ωB97M-V with the def2-TZVPD basis set) of C12H33BaO11P2 as an isolated structure at a distorted geometry.

Structure (XYZ):
```
59
Properties=species:S:1:pos:R:3:forces:R:3:mulliken_charge:R:1
Ba 14.754110 5.678070 15.549310 3.46 1.31 -0.38 1.7424
O 16.010450 5.915990 13.228560 -1.53 -1.02 0.04 -0.9844
H 15.271770 5.849790 12.592550 0.40 0.20 -0.05 0.1129
O 17.345960 5.270250 16.209650 -0.45 -0.90 0.63 -0.8485
H 18.059350 4.907850 16.770240 -0.62 0.30 -0.40 -0.0226
O 15.687330 8.131430 15.595590 -1.38 -0.46 0.84 -0.9832
H 15.527230 8.386000 16.525160 0.28 0.08 -0.42 0.1372
C 17.098850 1.522840 15.978070 -1.94 -1.49 1.40 -0.9932
C 16.325270 0.131110 15.900350 2.79 1.20 -0.64 -0.4561
O 14.949980 0.124310 15.790110 -3.41 2.46 -0.92 -0.4060
P 14.084700 1.401810 15.144370 0.26 0.93 0.62 0.7272
O 14.281130 2.811590 15.673290 0.01 -3.10 -1.11 -0.5007
O 14.240140 1.223910 13.515620 -1.35 -0.24 3.77 -0.3144
C 15.016510 2.140050 12.759100 0.54 -0.64 -2.02 -0.1638
C 14.305650 2.280460 11.416000 0.66 0.73 -0.39 -1.3084
O 12.592030 0.947220 15.561740 2.71 1.72 1.29 -0.2706
C 11.755650 0.158630 14.807090 -0.36 0.01 -0.93 -0.2032
C 10.922060 1.092280 13.953150 -1.33 0.36 -0.63 -1.0917
H 17.033860 2.118990 15.067850 0.71 -0.25 -0.05 0.3712
H 16.631150 2.146870 16.739610 0.02 0.14 -0.02 0.1491
H 18.045360 1.202090 16.413190 0.50 0.57 -0.77 0.4043
H 16.753910 -0.336370 15.013880 -0.07 -0.46 -0.11 0.3339
H 16.551530 -0.506200 16.755190 0.12 0.17 0.11 0.4052
H 15.269140 3.115460 13.174870 -0.34 -0.02 0.56 0.4558
H 15.926910 1.563240 12.596180 0.44 0.54 -0.13 0.2109
H 14.432250 1.442360 10.730690 -0.14 -0.39 0.40 0.3287
H 13.247160 2.526660 11.500280 0.04 -0.01 0.19 0.2778
H 14.802400 3.099150 10.895340 -0.12 0.28 -0.01 0.4101
H 12.457440 -0.474860 14.264620 -0.92 -0.64 -0.59 0.2844
H 11.141800 -0.387250 15.523540 -0.01 -0.34 -0.29 0.3309
H 11.457130 1.922020 13.491280 0.62 -0.61 -0.38 0.1581
H 10.283100 0.582170 13.232300 0.48 -0.28 -0.43 0.4013
H 10.155050 1.677200 14.460750 0.08 -0.31 1.08 0.3125
C 11.727820 1.206180 19.204440 -0.55 -1.09 0.17 -1.3249
C 12.218490 2.576030 18.894440 -0.79 0.63 0.23 -0.0260
O 13.269650 2.910490 19.767490 1.57 -0.01 0.65 -0.0643
P 14.131340 4.256520 19.716350 1.75 -0.63 -1.72 0.4043
O 14.341110 4.853330 18.371740 -0.98 -0.44 1.45 -0.2964
O 13.381690 5.215110 20.741260 0.69 -0.60 -2.46 -0.3074
C 13.141750 4.904020 22.076510 1.93 1.43 1.72 -0.3067
C 13.781920 6.210060 22.738850 -1.74 -0.87 0.59 -1.1262
O 15.539790 3.761930 20.375580 -2.48 0.42 0.42 -0.3762
C 16.492170 2.832450 19.797860 -0.10 0.27 -1.74 -0.1282
C 15.984340 1.464180 19.303920 -1.10 0.13 1.71 -0.9277
H 11.211120 1.180760 20.163860 0.23 0.05 0.23 0.3802
H 10.956930 0.918140 18.489700 0.06 0.05 -0.27 0.3498
H 12.479420 0.416750 19.206100 0.21 0.19 -0.11 0.2914
H 12.500950 2.700810 17.849100 0.04 0.18 0.05 0.1688
H 11.416770 3.235470 19.226830 -0.37 0.35 -0.89 0.3554
H 12.064250 4.837240 22.226930 0.13 -0.10 0.24 0.2887
H 13.675490 3.997490 22.361850 -0.26 -0.13 0.10 0.3147
H 13.879850 6.253210 23.823590 -0.01 -0.61 0.13 0.3549
H 14.744030 6.488390 22.308750 -0.34 -0.18 -0.29 0.3053
H 12.970980 6.910670 22.539840 0.59 0.70 -0.30 0.3036
H 16.915510 3.357010 18.941290 0.63 0.25 0.32 0.2763
H 17.143330 2.657640 20.654330 0.38 0.07 -0.49 0.2892
H 16.789390 0.751710 19.123980 0.19 0.25 0.25 0.4269
H 15.417310 1.203970 20.197720 -0.07 -1.11 0.07 0.4218
H 15.256710 1.330990 18.503350 0.24 0.91 -0.32 -0.0541
```
Positions in Å, forces in eV/Å.

Its molar mass is 552.66 g mol⁻¹. The LUMO energy is 2.052 eV. The value obtained for the frontier orbital gap is 4.917 eV. The value obtained for the largest force on an atom is 4.30 eV Å⁻¹. The calculation puts the electronic energy at -54777.04628 eV. As for the net charge: -1.

Record 3
The following is a DFT calculation (ωB97M-V with the def2-TZVPD basis set) of C3H3NO2S2 in the gas phase at a distorted geometry.

Structure (XYZ):
```
11
Properties=species:S:1:pos:R:3:forces:R:3:nbo_charge:R:1
O 2.799300 -1.605805 0.034990 -0.08 1.44 0.13 -0.4557
C 2.574072 -0.432971 -0.055761 -0.28 1.54 -1.46 0.3776
C 1.136799 0.282510 0.014462 1.77 1.53 0.06 0.2701
O 1.182108 1.510586 0.054146 0.13 -2.29 0.03 -0.5235
S -0.296242 -0.719220 -0.130134 0.50 -0.30 0.46 0.2919
C -1.343942 0.660684 0.001014 1.46 2.97 -0.80 -0.1045
N -2.586346 0.694994 -0.061841 -1.34 -1.23 0.48 -0.5193
S -3.456833 -0.777438 -0.030649 1.27 -1.52 1.08 0.1626
H 3.257413 0.505920 -0.423602 -0.59 -2.30 1.08 0.1405
H -0.760220 1.670885 -0.047178 -1.22 -1.95 0.25 0.2552
H -2.506106 -1.790143 0.644552 -1.63 2.12 -1.32 0.1051
```
Positions in Å, forces in eV/Å.

Its molar mass is 149.20 g mol⁻¹. The LUMO energy is -1.117 eV. The value obtained for the frontier orbital gap is 8.143 eV. The value obtained for the largest force on an atom is 3.41 eV Å⁻¹. The calculation puts the electronic energy at -30412.39798 eV. The SMILES is O=CC(=O)S/C=N\S. Its energy above the lowest of the compared OMol25 structures with the same formula, charge and spin is 2.478 eV.